{"formula": "C41H65BClI2NO9P2", "method": "ωB97M-V/def2-TZVPD", "elements": ["C", "C", "C", "C", "C", "C", "C", "C", "C", "C", "N", "C", "C", "C", "C", "Cl", "C", "P", "O", "O", "C", "C", "C", "O", "C", "C", "C", "P", "O", "O", "O", "C", "C", "C", "C", "I", "C", "I", "C", "B", "O", "O", "C", "C", "O", "H", "H", "H", "H", "H", "H", "H", "H", "H", "H", "H", "H", "H", "H", "H", "H", "H", "H", "H", "H", "H", "H", "H", "H", "H", "H", "H", "H", "H", "H", "H", "H", "H", "H", "H", "H", "H", "C", "C", "C", "C", "C", "C", "H", "H", "H", "H", "H", "H", "H", "H", "H", "H", "H", "H", "H", "H", "C", "C", "C", "C", "C", "C", "H", "H", "H", "H", "H", "H", "H", "H", "H", "H", "H", "H", "H", "H"], "xyz": [[2.52351, 3.36725, 0.75189], [1.92190, 3.31999, -0.52083], [0.65214, 2.43875, -0.79212], [0.56777, 1.14837, 0.05997], [1.60826, 0.10279, 0.03925], [2.85574, 0.30570, -0.89916], [2.29856, 0.22805, -2.40606], [3.01271, -0.88938, -3.27688], [3.88306, -0.17224, -4.39534], [5.21368, -1.01878, -4.60370], [6.07953, -0.76536, -3.41688], [1.56968, -1.12649, 0.81934], [2.67607, -2.21578, 0.80421], [4.05215, -1.76354, 1.43775], [4.41377, -2.67664, 2.68877], [5.41400, -2.07834, 0.22301], [0.37452, -1.35166, 1.67375], [0.19388, -2.92587, 2.73162], [-1.25109, -3.71246, 2.34350], [0.26547, -2.52133, 4.36744], [-0.70386, -0.36139, 1.70058], [-0.60216, 0.89185, 0.91696], [-1.78081, 1.91546, 1.04315], [-1.63216, 3.10342, 1.18500], [-3.20206, 1.25044, 1.02000], [-4.29472, 1.82895, 0.26775], [-4.11274, 3.13353, -0.56999], [-5.10149, 4.59892, 0.02425], [-4.21296, 5.69972, 0.47016], [-6.15797, 4.23672, 1.24581], [-5.99722, 5.14809, -1.27736], [-5.61158, 1.13287, 0.27009], [-6.83864, 1.65009, -0.54430], [-6.67861, 1.30259, -2.09892], [-6.24716, -0.20414, -2.33321], [-6.10755, -0.45444, -4.51377], [-5.72731, -0.10198, 1.05856], [-7.58890, -1.21774, 1.17451], [-4.59043, -0.68117, 1.82497], [-4.80911, -2.07139, 2.62226], [-5.02328, -3.22888, 1.83590], [-4.75854, -2.19422, 4.01455], [-3.30570, -0.00066, 1.80585], [-2.02050, -0.53144, 2.53294], [-2.04148, -0.99490, 3.63993], [2.00226, 3.94767, 1.56183], [3.49843, 2.84388, 0.89405], [2.29006, 3.93750, -1.38776], [0.68161, 2.17123, -1.88646], [-0.24856, 3.11043, -0.68380], [3.39595, 1.25962, -0.69241], [3.59640, -0.52400, -0.81918], [2.35306, 1.20830, -2.93978], [1.20500, -0.04972, -2.36448], [3.57379, -1.64818, -2.67712], [2.19528, -1.44498, -3.81950], [3.27612, -0.01490, -5.32254], [4.18734, 0.83900, -4.00753], [4.89776, -2.09568, -4.66965], [5.70277, -0.64072, -5.53459], [5.64479, -1.12641, -2.56583], [6.13275, 0.25066, -3.28987], [2.38566, -3.18101, 1.28002], [2.89215, -2.45614, -0.27748], [4.10550, -0.68394, 1.71249], [4.54271, -3.71047, 2.26606], [3.62112, -2.66071, 3.47500], [5.41923, -2.35546, 3.07872], [-1.54637, -3.50959, 1.43702], [0.65487, -1.62794, 4.42122], [-4.42206, 2.88358, -1.62656], [-3.05098, 3.47794, -0.64597], [-5.70619, 4.24584, 2.10967], [-6.40500, 4.39845, -1.75088], [-7.80604, 1.20909, -0.19063], [-6.96253, 2.75978, -0.49671], [-7.62908, 1.55748, -2.64765], [-5.87898, 1.92066, -2.59112], [-5.21904, -0.39869, -1.95476], [-7.02212, -0.91123, -1.95753], [-4.39216, -3.15438, 1.09721], [-5.53196, -1.73386, 4.38783], [-3.23775, -3.96207, 6.38619], [-3.49962, -4.89143, 7.56585], [-4.86723, -4.67031, 8.21303], [-5.07695, -3.28347, 8.82654], [-4.05856, -2.88711, 9.89542], [-4.08389, -3.79918, 11.11638], [-3.23598, -2.91317, 6.68933], [-2.26266, -4.17882, 5.94432], [-3.99510, -4.09512, 5.61149], [-2.70219, -4.78002, 8.30647], [-3.44650, -5.92619, 7.21310], [-5.02195, -5.43620, 8.97991], [-5.64705, -4.83821, 7.46203], [-6.08152, -3.24651, 9.26207], [-5.06711, -2.52846, 8.03410], [-4.27548, -1.86427, 10.21988], [-3.04975, -2.86536, 9.47434], [-5.07224, -3.79529, 11.58298], [-3.35887, -3.45784, 11.85867], [-3.82963, -4.82885, 10.85745], [9.14081, 3.15038, -8.68095], [7.88187, 3.98953, -8.49639], [7.16870, 3.72075, -7.17087], [6.64723, 2.29242, -6.99374], [5.67594, 1.81727, -8.07439], [4.39143, 2.63596, -8.12890], [8.91647, 2.08193, -8.69715], [9.62545, 3.39955, -9.62756], [9.85554, 3.34045, -7.87657], [7.20298, 3.82379, -9.33765], [8.15988, 5.04729, -8.53189], [6.33953, 4.42787, -7.06783], [7.85486, 3.94343, -6.34652], [6.15365, 2.22337, -6.01765], [7.49223, 1.59820, -6.95072], [5.41528, 0.77298, -7.87282], [6.15910, 1.82647, -9.05521], [3.86616, 2.59755, -7.17089], [3.72280, 2.24018, -8.89657], [4.58827, 3.68201, -8.37171]], "forces_ev_per_a": [[-0.5, 0.3, -1.0], [-0.2, -0.3, 0.6], [-0.5, 1.8, -0.1], [-0.8, -1.6, 1.8], [0.6, 0.1, 0.4], [-1.1, -0.3, -0.8], [-0.2, -0.8, 0.3], [-1.0, 1.2, -1.1], [0.5, -0.9, 0.6], [-1.3, 1.3, 0.4], [-0.1, -0.2, -0.6], [-2.4, 0.7, 1.2], [0.7, 0.6, -1.2], [0.0, -0.9, 1.0], [0.5, 0.3, -1.1], [-0.5, 0.4, 0.5], [-1.4, 2.1, -0.2], [2.4, -2.1, -0.4], [0.0, 1.7, 0.3], [-0.6, 0.7, -1.6], [1.0, 1.1, -1.4], [1.0, -1.0, -0.2], [-0.3, -1.3, 0.0], [0.0, -0.5, -0.2], [-0.1, -0.8, 0.2], [-0.4, -1.3, 0.9], [-0.6, -1.2, -0.4], [0.5, 2.6, 0.5], [-0.5, -1.1, -0.5], [0.7, -0.4, -1.5], [0.5, -1.9, 1.6], [0.7, -0.9, 1.3], [0.5, -0.1, -1.0], [0.4, -0.5, 0.1], [-0.6, 1.1, -0.3], [0.0, -0.1, 0.8], [2.2, 1.0, -0.1], [0.9, 0.8, 0.0], [0.0, 1.6, -0.7], [0.1, -1.0, 0.1], [1.5, 1.3, 0.8], [-1.4, 0.3, -1.5], [-1.6, 1.2, -1.5], [0.2, 0.7, -1.2], [-0.1, 0.0, -0.5], [-0.2, -2.4, 0.0], [0.2, 2.2, -0.1], [0.8, -2.0, 0.3], [0.1, 0.2, 1.1], [0.5, -1.1, 0.0], [-0.6, -0.7, -0.2], [-0.7, 0.8, 0.3], [0.1, -0.8, 0.5], [1.0, 0.4, 0.1], [-0.3, 0.8, -0.4], [0.9, 0.3, 0.6], [0.5, -0.2, 0.7], [-0.2, -0.8, -0.5], [0.8, 0.9, -0.1], [-0.1, -0.7, 0.8], [0.1, 0.0, -0.3], [0.1, -0.5, 0.0], [-0.1, 1.0, -0.3], [-0.3, 0.2, 1.1], [-0.1, -0.8, -0.5], [-0.3, 0.8, 0.7], [0.6, 0.0, -0.6], [-1.1, -0.3, -0.1], [0.2, 0.0, 0.5], [-0.5, -0.2, 0.2], [0.2, 0.4, 1.1], [-1.1, -0.2, 0.4], [0.0, 0.2, -0.5], [0.0, 0.5, 0.1], [1.1, 0.3, -0.1], [0.2, -1.0, 0.3], [0.9, -0.5, 0.6], [-0.7, -0.4, 0.6], [-1.0, 0.0, -0.2], [0.9, 0.4, -0.3], [-0.8, -0.2, -0.1], [0.7, 0.0, 0.2], [0.1, -0.1, 0.1], [-0.1, 0.0, -0.1], [0.0, -0.1, 0.1], [0.0, 0.1, -0.1], [-0.1, 0.0, 0.1], [0.1, 0.1, 0.0], [0.0, 0.0, -0.1], [-0.1, 0.1, 0.0], [0.0, 0.1, 0.0], [0.0, 0.0, 0.0], [0.0, 0.0, 0.1], [0.0, 0.0, 0.0], [0.0, 0.0, 0.0], [0.0, 0.0, 0.0], [0.0, 0.0, 0.0], [0.0, 0.0, 0.0], [0.0, 0.0, 0.0], [0.0, 0.0, 0.0], [-0.1, -0.1, 0.0], [0.0, 0.0, 0.0], [0.0, 0.0, -0.2], [0.1, 0.0, 0.1], [-0.1, 0.1, 0.0], [0.1, -0.1, 0.0], [-0.1, 0.0, 0.1], [0.0, -0.1, -0.1], [0.0, 0.0, 0.0], [0.0, -0.1, 0.1], [0.0, -0.1, 0.0], [0.0, 0.0, 0.0], [-0.1, 0.0, 0.0], [0.0, 0.0, 0.0], [0.0, 0.0, 0.0], [0.0, 0.0, 0.0], [0.0, 0.0, 0.0], [0.1, 0.0, 0.0], [0.0, 0.0, 0.0], [0.0, 0.0, 0.0], [0.0, 0.1, 0.1], [0.0, 0.0, 0.0]], "spin_multiplicity": 1, "smiles": "C=CCc1c(CCCCCN)c(C[C@@H](C)Cl)c(P(O)O)c2c1C(=O)c1c(CP(=O)(O)O)c(CCCI)c(I)c(B(O)O)c1C2=O.CCCCCC.CCCCCC"}



{"formula": "C41H66F3NO30V3", "method": "ωB97M-V/def2-TZVPD", "elements": ["O", "V", "O", "O", "V", "O", "O", "V", "O", "C", "O", "O", "C", "F", "F", "F", "C", "C", "H", "H", "H", "H", "H", "H", "C", "C", "C", "C", "C", "C", "N", "O", "C", "C", "C", "H", "H", "H", "H", "H", "H", "H", "H", "H", "H", "H", "H", "H", "H", "H", "H", "H", "H", "C", "C", "C", "O", "C", "O", "O", "H", "H", "H", "H", "H", "H", "C", "C", "C", "O", "C", "O", "O", "H", "H", "H", "H", "H", "H", "C", "C", "C", "O", "C", "O", "O", "H", "H", "H", "H", "H", "H", "C", "C", "C", "O", "C", "O", "O", "H", "H", "H", "H", "H", "H", "C", "C", "C", "O", "C", "O", "O", "H", "H", "H", "H", "H", "H", "C", "C", "C", "O", "C", "O", "O", "H", "H", "H", "H", "H", "H", "C", "C", "C", "O", "C", "O", "O", "H", "H", "H", "H", "H", "H"], "xyz": [[-20.40193, -10.42394, 17.03140], [-21.50638, -11.53038, 16.99644], [-21.66775, -12.08086, 18.48153], [-20.62922, -15.00014, 13.04243], [-20.97212, -13.45625, 13.20311], [-19.92291, -12.59579, 12.45091], [-26.13450, -14.01091, 14.51020], [-24.66205, -13.87787, 15.08484], [-24.28628, -15.36186, 15.47445], [-24.80597, -11.85965, 16.91783], [-25.50670, -13.08532, 16.99885], [-23.62578, -12.18647, 16.25023], [-25.83262, -10.79212, 16.40818], [-25.59026, -10.35616, 15.14974], [-27.09923, -11.25284, 16.34733], [-25.85921, -9.70979, 17.18527], [-26.30627, -13.43278, 18.12441], [-27.58433, -14.19882, 17.73671], [-27.38088, -15.26681, 17.74252], [-28.36216, -14.06939, 18.48681], [-27.86070, -13.74117, 16.78713], [-26.46444, -12.55032, 18.74523], [-25.75593, -14.14065, 18.75293], [-24.51791, -11.54400, 17.92454], [-18.11180, -12.32963, 16.54180], [-18.53488, -13.79293, 16.27970], [-17.84191, -14.55021, 17.43104], [-18.29816, -16.01025, 17.59386], [-19.75331, -15.98529, 17.92577], [-20.64012, -15.22906, 16.87679], [-20.02721, -13.93175, 16.48203], [-20.77608, -13.25068, 15.49820], [-21.98839, -15.02540, 17.60277], [-20.74570, -16.21155, 15.68744], [-17.91312, -14.28500, 14.99142], [-18.62741, -11.88939, 17.39204], [-18.45048, -11.71730, 15.69683], [-17.03266, -12.19847, 16.55269], [-18.07066, -13.96049, 18.31916], [-16.78145, -14.68670, 17.21927], [-17.69548, -16.53233, 18.34020], [-18.07642, -16.56177, 16.67377], [-19.94782, -15.54688, 18.90985], [-20.12228, -17.00363, 18.08380], [-22.14415, -15.28320, 18.65112], [-22.71415, -15.74090, 17.19584], [-22.37843, -14.03625, 17.36890], [-21.73785, -15.96252, 15.30155], [-20.63250, -17.27652, 15.87229], [-19.96216, -15.96447, 14.97175], [-18.62689, -14.09715, 14.18195], [-17.58962, -15.32327, 14.88473], [-16.98816, -13.77309, 14.71677], [-13.23733, -19.03722, 14.33364], [-14.44795, -18.16028, 14.32613], [-14.78592, -17.54176, 15.69740], [-14.40827, -16.18551, 15.53102], [-14.14635, -15.88724, 14.24819], [-13.80857, -14.78346, 13.93824], [-14.23946, -16.99051, 13.51092], [-12.47591, -18.47393, 14.87608], [-12.94785, -19.16396, 13.28927], [-13.45076, -20.02005, 14.74601], [-15.34516, -18.72913, 14.06806], [-14.20043, -18.06255, 16.45699], [-15.82932, -17.56915, 16.01387], [-25.01140, -20.84359, 16.67906], [-24.09320, -20.11409, 17.62704], [-23.87653, -18.58176, 17.50315], [-24.64677, -18.03519, 18.57347], [-25.08541, -19.02133, 19.35134], [-25.83473, -18.88272, 20.27221], [-24.52153, -20.20658, 19.00773], [-24.80089, -20.38621, 15.70851], [-26.04441, -20.69352, 16.98492], [-24.68768, -21.87981, 16.64937], [-23.10397, -20.56777, 17.72448], [-24.28551, -18.37953, 16.50702], [-22.83590, -18.27714, 17.41509], [-17.60190, -20.12093, 17.23009], [-17.78267, -19.61939, 18.65667], [-18.08349, -20.70287, 19.67793], [-17.20359, -20.33672, 20.74643], [-16.43999, -19.25636, 20.40285], [-15.56569, -18.83464, 21.09269], [-16.64553, -18.93725, 19.12123], [-17.67979, -19.38154, 16.43310], [-18.42914, -20.80783, 17.02500], [-16.69107, -20.71303, 17.13545], [-18.65576, -18.95759, 18.71580], [-17.91844, -21.67272, 19.20345], [-19.08238, -20.63494, 20.10526], [-15.05057, -14.82685, 19.99665], [-15.49572, -14.14885, 21.28380], [-17.02054, -13.95338, 21.21844], [-17.55322, -14.65956, 22.31542], [-16.51967, -15.25594, 22.98039], [-16.69322, -15.97268, 23.90756], [-15.31103, -14.94016, 22.44735], [-13.95545, -14.85097, 20.08910], [-15.23594, -14.45323, 18.99478], [-15.24923, -15.89710, 20.11173], [-15.08050, -13.14788, 21.40582], [-17.28671, -14.53652, 20.33352], [-17.16928, -12.89511, 21.00599], [-13.01836, -11.77416, 17.22071], [-14.06011, -10.74266, 17.56577], [-14.42420, -10.68104, 19.06226], [-14.31017, -9.35367, 19.49707], [-13.83028, -8.60433, 18.50592], [-13.74717, -7.41738, 18.52660], [-13.51857, -9.41853, 17.47246], [-12.65792, -11.75992, 16.19259], [-13.37970, -12.78913, 17.38870], [-12.16371, -11.49915, 17.84452], [-14.91300, -10.87746, 16.89332], [-13.72187, -11.34520, 19.57588], [-15.41293, -11.09029, 19.27850], [-23.01293, -18.09708, 21.83512], [-22.10208, -17.27020, 22.70883], [-20.79925, -16.88093, 22.01163], [-20.66458, -15.50146, 22.23714], [-21.51665, -15.10856, 23.17417], [-21.58035, -14.03104, 23.68525], [-22.53209, -16.02200, 23.28964], [-23.43464, -17.57071, 20.97707], [-23.87319, -18.30586, 22.47828], [-22.52289, -19.02824, 21.56139], [-21.84252, -17.83062, 23.61343], [-20.94998, -16.96575, 20.93027], [-20.10701, -17.63817, 22.38738], [-20.47176, -20.73550, 11.79652], [-20.48658, -20.03645, 13.16120], [-21.62268, -18.99268, 13.35176], [-21.84768, -19.20439, 14.74149], [-21.44116, -20.39499, 15.17676], [-21.66231, -20.84860, 16.25567], [-20.68694, -20.98589, 14.22534], [-19.89001, -20.10783, 11.12261], [-21.41998, -21.21522, 11.56145], [-19.83749, -21.63132, 11.78974], [-19.54554, -19.51867, 13.35971], [-22.56636, -19.24346, 12.86215], [-21.35051, -17.94465, 13.24998]], "forces_ev_per_a": [[-1.0, 0.0, -0.2], [0.3, -3.3, 1.1], [0.1, 1.3, -1.8], [-0.5, 1.8, -0.7], [1.4, -1.6, 2.9], [-0.1, -0.3, -0.1], [2.0, 0.6, -0.1], [-2.6, -1.1, 2.9], [0.2, 1.5, -0.8], [0.5, -0.4, 1.9], [0.9, -0.5, -1.9], [-0.6, 0.6, -1.8], [-1.0, 1.0, -1.6], [0.7, -0.4, 0.1], [0.6, -0.3, 0.5], [0.5, -0.4, 0.3], [-0.7, -1.4, 1.9], [0.8, 1.1, 0.0], [0.0, 0.0, -0.7], [0.0, 0.4, -0.1], [-0.6, -0.7, -0.1], [-0.2, 0.2, -0.4], [0.5, 0.4, -0.1], [-0.3, 0.1, 0.2], [-1.2, 0.4, -1.6], [1.3, -0.3, 1.6], [-0.5, -1.3, 0.0], [0.2, 0.7, -0.1], [-0.4, 0.2, 0.6], [1.1, -2.0, 1.5], [0.7, 0.1, 0.5], [-1.3, 1.4, -1.8], [-1.2, -0.5, -1.4], [-0.3, 1.4, -0.5], [-0.5, 0.1, -1.6], [0.4, -0.3, 0.4], [0.1, 0.0, -0.1], [0.0, -0.3, 0.4], [0.5, -0.3, 0.3], [0.2, 1.1, 0.0], [-0.1, 0.2, 0.3], [-0.3, 0.0, -0.2], [0.5, 0.4, 0.0], [-0.4, 0.0, -0.5], [1.1, 0.6, 0.3], [0.1, 0.2, -0.4], [-0.2, -0.2, 0.4], [0.2, -0.7, -0.8], [-0.4, 0.1, 0.6], [-0.2, 0.0, -0.1], [0.4, -0.1, -0.2], [-0.6, -0.2, 0.6], [-0.2, 0.5, 0.3], [0.1, 0.6, -0.7], [-1.4, 0.0, 1.1], [0.4, -0.2, -0.1], [-0.2, 0.1, 1.3], [0.8, 0.6, 0.9], [-0.5, -0.6, -0.7], [-0.3, -0.6, -1.1], [0.4, -0.5, 0.0], [0.3, -0.1, 0.1], [0.1, 0.1, 0.3], [0.1, 0.3, -1.0], [0.1, 0.5, 0.2], [-0.1, -0.1, -0.3], [0.9, 0.9, 0.1], [2.2, 0.0, 2.2], [-1.0, -1.4, -1.8], [0.6, 0.9, -1.2], [-0.5, -1.4, 1.5], [0.3, 0.3, -0.4], [-1.1, 0.6, -0.1], [-0.4, -0.3, -0.2], [-0.1, -0.2, -0.2], [-0.5, -0.1, 0.0], [-0.5, -0.1, -0.8], [-0.4, 0.9, 0.3], [0.1, 0.1, 0.9], [-0.5, -0.6, 0.2], [-1.7, 0.4, -1.3], [0.4, 0.5, 0.2], [0.1, 0.0, 0.0], [1.5, -1.7, 0.9], [-0.8, 0.5, -0.3], [-0.1, 0.7, -0.2], [0.3, 0.3, 0.3], [0.0, -0.1, 0.1], [0.1, 0.2, 0.0], [0.3, 0.4, -0.4], [0.4, -0.3, 0.8], [-0.1, -0.2, -0.4], [2.7, -1.2, 1.5], [-1.5, 1.0, -0.9], [1.0, -1.2, -1.7], [0.5, 0.9, 0.3], [-0.4, -0.3, 0.4], [0.2, 0.1, -0.1], [-0.1, 0.0, -0.3], [0.1, 0.1, -0.4], [-0.7, 0.4, 0.3], [-0.6, 0.0, -0.4], [0.7, -0.3, 0.3], [-0.7, 0.4, -0.1], [-1.1, 0.0, 1.0], [0.7, 0.4, 0.2], [-0.2, 0.7, 0.6], [-0.2, -2.2, 0.1], [-0.5, -0.3, 0.7], [-0.3, 0.3, -0.6], [0.3, -0.6, -0.1], [0.5, 0.6, -1.7], [-0.3, 0.3, -0.1], [0.0, 0.0, 0.3], [0.1, -0.6, 0.1], [-0.2, 0.5, 0.1], [0.1, 0.4, 0.3], [-0.2, 0.4, 0.0], [-1.4, 0.9, 1.2], [1.1, 0.0, 0.9], [-1.5, -1.0, -1.1], [2.0, -0.2, 0.5], [-2.5, 1.2, 0.1], [0.7, -0.7, -0.2], [-0.1, -0.2, -0.5], [0.4, 0.1, -0.1], [-0.1, -0.5, -0.3], [0.0, 0.0, -0.1], [-0.1, -0.5, -0.3], [0.4, -0.3, 0.0], [1.1, 1.1, -0.1], [1.3, -0.8, 1.2], [-0.1, 0.0, -1.4], [0.4, -1.3, 0.7], [-1.1, 1.0, 1.3], [0.8, -0.5, -0.4], [0.2, 0.1, -0.2], [-0.4, 0.3, -0.1], [-1.1, 0.3, -0.7], [-0.3, 1.0, -0.6], [0.2, 0.2, 0.7], [0.2, -0.2, -0.1], [0.3, 0.1, -0.4], [0.1, -0.1, -0.4]], "total_charge": 1, "spin_multiplicity": 1}



Quick rundown of HOMO level, same order as above: -7.97; -12.14 eV
Quick rundown of E_LUMO, same order as above: -0.04722; -0.26541 Ha